Record 1
# CH3N2O2

A 2-piece molecular cluster, CH3N2O2 overall at a distorted geometry (ωB97M-V with the def2-TZVPD basis set, the Open Molecules 2025 dataset).

Structure (XYZ):
```
8
Properties=species:S:1:pos:R:3:forces:R:3
C 0.55714 -1.44100 0.75046 0.9275 0.1887 0.9835
N 0.40783 -0.26811 0.22471 -1.3089 0.7400 -1.4926
N -1.46005 1.93757 -1.04203 -1.8441 0.7613 1.0272
O -0.95236 2.45966 -1.99348 0.8093 -0.7966 -0.0672
O 0.01656 -2.50803 0.55337 -1.6427 -1.9838 -0.7875
H 1.30890 -1.46463 1.54815 0.9587 -0.0242 0.7471
H 1.16740 0.23147 0.60388 0.8142 1.2954 0.4746
H -1.04542 1.05306 -0.64506 1.2859 -0.1807 -0.8852
```
Positions in Å, forces in eV/Å.

Computed properties:
F_max (eV/Å): 2.69
Energy above the lowest of the compared OMol25 structures with the same formula, charge and spin (kJ/mol): 265.2
Total energy (a.u.): -299.82922
E_LUMO (spin up / spin down) (eV): 3.8 / 3.8
HOMO level (spin up / spin down) (eV): -3.650 / -3.649
Total charge: -1

Record 2
# CH3N2O2

An isolated ion of composition CH3N2O2 and charge +1 at a distorted geometry (ωB97M-V with the def2-TZVPD basis set, the Open Molecules 2025 dataset).

Structure (XYZ):
```
8
Properties=species:S:1:pos:R:3:forces:R:3
C -1.05383 -0.16450 0.38200 7.4222 2.5426 0.5976
N 0.25253 0.41964 -0.65635 -1.0797 -0.2773 1.8965
N -2.37587 0.08369 0.04414 -0.3104 1.8534 0.6805
O -1.83915 -1.00216 -0.40552 -2.1574 -2.6571 -1.7106
O -3.38500 0.64505 0.06981 0.3378 -0.7162 -0.5572
H -0.76270 -0.44856 1.45444 -0.7367 0.2381 -1.6175
H 0.52934 1.44770 -0.47932 -0.8884 -2.0732 0.1745
H 1.17728 -0.16895 -0.55606 -2.5874 1.0896 0.5363
```
Positions in Å, forces in eV/Å.

Computed properties:
F_max (eV/Å): 7.87
Energy above the lowest of the compared OMol25 structures with the same formula, charge and spin (kJ/mol): 559.6
Total energy (a.u.): -299.33550
E_LUMO (eV): -7.8
HOMO level (eV): -15.916
Total charge: +1

Record 3
# CH3N2O2P

One molecule with the formula CH3N2O2P at a distorted geometry (ωB97M-V with the def2-TZVPD basis set, the Open Molecules 2025 dataset).

Structure (XYZ):
```
9
Properties=species:S:1:pos:R:3:forces:R:3
C -0.51024 -0.82832 0.95856 -0.1734 -1.0599 1.2048
N 1.13348 1.77304 -1.21466 -1.6573 -0.1783 0.3252
N 0.17624 -0.37568 -0.24523 -0.1629 1.6593 -2.0556
O -0.08417 2.07448 -1.32687 3.4457 -0.6650 0.2601
O -0.61327 0.08111 -1.10850 -0.0529 -1.2579 0.5529
P 1.91288 0.37628 -0.75243 -2.3720 1.1503 0.3509
H 0.09386 -0.71814 1.89662 -0.5562 0.2805 -0.8945
H -0.50753 -1.91485 0.73843 -0.4756 0.2910 0.6010
H -1.60125 -0.46792 1.05408 2.0047 -0.2200 -0.3448
```
Positions in Å, forces in eV/Å.

Computed properties:
F_max (eV/Å): 3.52
Energy above the lowest of the compared OMol25 structures with the same formula, charge and spin (kJ/mol): 699.8
Total energy (a.u.): -641.03693
E_LUMO (spin up / spin down) (eV): -0.6 / -0.8
HOMO level (spin up / spin down) (eV): -9.222 / -8.595

Record 4
# CH3N2O2S

An isolated ion of composition CH3N2O2S and charge -1 at a distorted geometry (ωB97M-V with the def2-TZVPD basis set, the Open Molecules 2025 dataset).

Structure (XYZ):
```
9
Properties=species:S:1:pos:R:3:forces:R:3
C 0.21658 -0.47338 0.60281 -1.5942 -1.0348 1.8035
N 1.74050 0.65041 -0.48368 1.0054 0.4370 -0.1259
N 1.08990 -0.41744 -0.45054 1.0250 0.0620 -0.0433
O -2.50214 0.02314 0.80512 1.0404 -0.3411 -1.2182
O -1.65306 1.05341 -1.24893 0.8215 0.5414 -0.1956
S -1.63314 -0.15106 -0.42541 -1.7588 -0.6623 2.0846
H 0.38837 0.20545 1.50297 -0.2501 -0.4326 -1.4237
H -0.05532 -1.53691 0.98330 0.5638 1.7269 -1.0192
H 2.40830 0.64638 -1.28566 -0.8531 -0.2966 0.1378
```
Positions in Å, forces in eV/Å.

Computed properties:
F_max (eV/Å): 2.81
Energy above the lowest of the compared OMol25 structures with the same formula, charge and spin (kJ/mol): 216.7
Total energy (a.u.): -698.05526
E_LUMO (spin up / spin down) (eV): 4.2 / 4.2
HOMO level (spin up / spin down) (eV): -3.267 / -3.267
Total charge: -1

Record 5
# CH3N2O4

A 2-piece molecular cluster, CH3N2O4 overall at a distorted geometry (ωB97M-V with the def2-TZVPD basis set, the Open Molecules 2025 dataset).

Structure (XYZ):
```
10
Properties=species:S:1:pos:R:3:forces:R:3
C -1.14919 -0.14049 0.12597 -2.4308 -0.5558 -0.5226
N 2.11382 -1.20783 -0.09858 -0.3560 -0.0118 0.0828
N 0.30184 1.75531 0.26545 -0.7888 0.6081 -2.5979
O 0.98351 -1.81908 -0.25728 2.2466 1.1488 0.2949
O 2.13130 -0.00452 0.28976 -0.8079 -1.9796 -0.5929
O 0.19137 1.83152 -0.95944 -0.0727 -0.9402 3.9554
O -0.60563 0.90797 0.93754 0.8174 0.7799 -2.1703
H -0.36283 -0.84254 -0.18242 -0.0028 -0.2161 1.1220
H -1.60253 0.02135 -0.90261 0.1903 1.2911 1.2243
H -2.00167 -0.50171 0.78161 1.2049 -0.1245 -0.7959
```
Positions in Å, forces in eV/Å.

Computed properties:
F_max (eV/Å): 4.07
Energy above the lowest of the compared OMol25 structures with the same formula, charge and spin (kJ/mol): 383.1
Total energy (a.u.): -450.21116
E_LUMO (eV): 4.2
HOMO level (eV): -3.357
Total charge: -1

Record 6
# CH3N2OP

One molecule with the formula CH3N2OP at a distorted geometry (ωB97M-V with the def2-TZVPD basis set, the Open Molecules 2025 dataset).

Structure (XYZ):
```
8
Properties=species:S:1:pos:R:3:forces:R:3
C 0.74633 -0.35169 -0.43348 3.3981 5.4188 1.1220
N -0.05879 0.61298 -1.15841 -2.0974 0.7216 -0.6173
N -0.37486 0.15239 0.18112 -1.0315 0.6571 0.7484
O -1.22316 -0.85703 2.33543 -0.0370 -0.2779 0.2116
P -1.67562 -0.01703 1.21985 0.3793 0.2690 -0.4745
H 0.69963 -1.25499 -0.81994 -0.0500 -4.3258 -1.7093
H 1.77772 0.06690 -0.18507 -1.3924 -0.9732 0.2915
H 0.10875 1.64847 -1.13950 0.8309 -1.4897 0.4277
```
Positions in Å, forces in eV/Å.

Computed properties:
F_max (eV/Å): 6.49
Energy above the lowest of the compared OMol25 structures with the same formula, charge and spin (kJ/mol): 238.9
Total energy (a.u.): -565.93124
E_LUMO (eV): 0.2
HOMO level (eV): -9.552

Record 7
# CH3N2OP

One molecule with the formula CH3N2OP at a distorted geometry (ωB97M-V with the def2-TZVPD basis set, the Open Molecules 2025 dataset).

Structure (XYZ):
```
8
Properties=species:S:1:pos:R:3:forces:R:3
C -1.50274 0.31463 0.03864 0.7967 0.7637 2.7369
N -0.77763 -0.64062 -0.33295 -1.3896 0.1836 -1.3078
N 0.28786 -1.21232 0.10299 1.5409 0.1716 0.4782
O 1.45800 1.20115 -0.20146 0.4662 1.1292 -0.3883
P 1.55172 -0.20073 0.17286 -2.4267 -0.2852 1.0228
H -2.21868 0.71868 -0.66059 -0.2859 -0.1192 0.1686
H -1.35745 0.77715 1.12392 -0.3025 -0.7243 -2.2584
H 2.55892 -0.95795 -0.24341 1.6009 -1.1195 -0.4521
```
Positions in Å, forces in eV/Å.

Computed properties:
F_max (eV/Å): 2.95
Energy above the lowest of the compared OMol25 structures with the same formula, charge and spin (kJ/mol): 286.9
Total energy (a.u.): -565.91294
E_LUMO (spin up / spin down) (eV): -0.7 / -0.7
HOMO level (spin up / spin down) (eV): -8.862 / -8.864

Record 8
# CH3N2OS

An isolated ion of composition CH3N2OS and charge +1 at a distorted geometry (ωB97M-V with the def2-TZVPD basis set, the Open Molecules 2025 dataset).

Structure (XYZ):
```
8
Properties=species:S:1:pos:R:3:forces:R:3
C -0.82114 0.00398 -0.06813 -2.3824 2.2751 -0.8828
N 0.46680 -0.34292 0.18551 5.2223 -2.0383 -1.1602
N -1.49083 1.04275 -0.22166 0.7458 1.7057 2.3413
O 1.69454 0.41076 0.08219 -2.3655 0.0413 0.1863
S 3.17321 -0.23578 0.17251 -1.0068 -0.2444 -0.0673
H -1.26192 -0.91616 -0.17959 -1.3592 -2.7979 0.1112
H 0.66159 -1.38864 -0.07397 -0.1581 2.1625 0.9907
H -2.42226 1.42599 0.10314 1.3040 -1.1041 -1.5193
```
Positions in Å, forces in eV/Å.

Computed properties:
F_max (eV/Å): 5.72
Energy above the lowest of the compared OMol25 structures with the same formula, charge and spin (kJ/mol): 447.3
Total energy (a.u.): -622.31310
E_LUMO (spin up / spin down) (eV): -7.7 / -9.2
HOMO level (spin up / spin down) (eV): -15.004 / -14.578
Total charge: +1

Record 9
# CH3N2PS

A 2-piece molecular cluster, CH3N2PS overall at a distorted geometry (ωB97M-V with the def2-TZVPD basis set, the Open Molecules 2025 dataset).

Structure (XYZ):
```
8
Properties=species:S:1:pos:R:3:forces:R:3
C -0.59218 1.21954 -2.13699 0.7656 0.8566 -0.5271
N -0.91178 0.40212 -1.42399 -0.8167 -1.2553 0.7661
N 0.99176 -1.94048 0.56868 -0.6685 -0.5206 0.4297
P -0.29593 -1.20108 0.94470 0.8366 0.0612 -0.4240
S 0.10138 0.80465 1.67578 -0.5647 -0.8015 0.3932
H 1.94697 -1.80472 0.84524 0.2661 0.4683 -0.2568
H -0.13450 1.98055 -2.70228 -0.0074 0.4478 -0.4836
H -1.10570 0.53942 2.22886 0.1891 0.7435 0.1025
```
Positions in Å, forces in eV/Å.

Computed properties:
F_max (eV/Å): 1.68
Energy above the lowest of the compared OMol25 structures with the same formula, charge and spin (kJ/mol): 146.3
Total energy (a.u.): -888.91176
E_LUMO (eV): 0.2
HOMO level (eV): -9.124

Record 10
# CH3N3

A 2-piece molecular cluster, CH3N3 overall at a distorted geometry (ωB97M-V with the def2-TZVPD basis set, the Open Molecules 2025 dataset).

Structure (XYZ):
```
7
Properties=species:S:1:pos:R:3:forces:R:3
C 0.62397 0.50419 -0.48409 -2.5625 -1.1610 2.6961
N -0.96725 -0.43947 0.57401 1.1223 -0.0277 0.0220
N -0.07450 1.11580 -1.21122 -0.3979 3.3944 -4.0665
N -0.36772 -1.42096 0.86085 1.0814 -2.0486 1.8825
H 1.24574 0.35668 0.35580 1.4607 -0.2354 0.0129
H 0.19429 1.96124 -1.80950 0.0710 -1.1230 0.8419
H -0.65454 -2.07748 1.71416 -0.7750 1.2013 -1.3890
```
Positions in Å, forces in eV/Å.

Computed properties:
F_max (eV/Å): 5.31
Energy above the lowest of the compared OMol25 structures with the same formula, charge and spin (kJ/mol): 543.6
Total energy (a.u.): -203.96783
E_LUMO (spin up / spin down) (eV): 0.8 / 1.1
HOMO level (spin up / spin down) (eV): -6.381 / -7.141

Repeat the second record exactly.
# CH3N2O2

An isolated ion of composition CH3N2O2 and charge +1 at a distorted geometry (ωB97M-V with the def2-TZVPD basis set, the Open Molecules 2025 dataset).

Structure (XYZ):
```
8
Properties=species:S:1:pos:R:3:forces:R:3
C -1.05383 -0.16450 0.38200 7.4222 2.5426 0.5976
N 0.25253 0.41964 -0.65635 -1.0797 -0.2773 1.8965
N -2.37587 0.08369 0.04414 -0.3104 1.8534 0.6805
O -1.83915 -1.00216 -0.40552 -2.1574 -2.6571 -1.7106
O -3.38500 0.64505 0.06981 0.3378 -0.7162 -0.5572
H -0.76270 -0.44856 1.45444 -0.7367 0.2381 -1.6175
H 0.52934 1.44770 -0.47932 -0.8884 -2.0732 0.1745
H 1.17728 -0.16895 -0.55606 -2.5874 1.0896 0.5363
```
Positions in Å, forces in eV/Å.

Computed properties:
F_max (eV/Å): 7.87
Energy above the lowest of the compared OMol25 structures with the same formula, charge and spin (kJ/mol): 559.6
Total energy (a.u.): -299.33550
E_LUMO (eV): -7.8
HOMO level (eV): -15.916
Total charge: +1

Look up the total energy of the sixth one.
-565.93124 a.u.

Repeat the sixth record exactly.
# CH3N2OP

One molecule with the formula CH3N2OP at a distorted geometry (ωB97M-V with the def2-TZVPD basis set, the Open Molecules 2025 dataset).

Structure (XYZ):
```
8
Properties=species:S:1:pos:R:3:forces:R:3
C 0.74633 -0.35169 -0.43348 3.3981 5.4188 1.1220
N -0.05879 0.61298 -1.15841 -2.0974 0.7216 -0.6173
N -0.37486 0.15239 0.18112 -1.0315 0.6571 0.7484
O -1.22316 -0.85703 2.33543 -0.0370 -0.2779 0.2116
P -1.67562 -0.01703 1.21985 0.3793 0.2690 -0.4745
H 0.69963 -1.25499 -0.81994 -0.0500 -4.3258 -1.7093
H 1.77772 0.06690 -0.18507 -1.3924 -0.9732 0.2915
H 0.10875 1.64847 -1.13950 0.8309 -1.4897 0.4277
```
Positions in Å, forces in eV/Å.

Computed properties:
F_max (eV/Å): 6.49
Energy above the lowest of the compared OMol25 structures with the same formula, charge and spin (kJ/mol): 238.9
Total energy (a.u.): -565.93124
E_LUMO (eV): 0.2
HOMO level (eV): -9.552